[1]
Molecular formula: C44H100Cl8N4O22
Method: DFT, ωB97M-V with the def2-TZVPD basis set

```
178
Properties=species:S:1:pos:R:3:lowdin_charge:R:1
C -17.8450 -8.6455 17.4937 -0.07
C -18.5662 -9.6103 16.5565 -0.46
C -19.8810 -8.9284 16.1747 -0.22
O -20.6980 -8.6122 17.2795 -0.20
C -22.0993 -8.4297 17.0204 -0.08
N -17.6223 -9.8450 15.5200 0.04
H -18.4519 -8.3471 18.3485 0.07
H -17.5540 -7.6905 17.0561 0.08
H -16.9642 -9.1591 17.8791 0.08
H -18.6663 -10.5614 17.0795 0.14
H -20.3896 -9.6523 15.5381 0.12
H -19.7354 -8.0017 15.6196 0.13
H -22.6895 -8.0682 17.8625 0.08
H -22.5111 -9.3900 16.7101 0.08
H -22.2014 -7.6922 16.2244 0.08
H -17.5031 -8.9154 15.1435 0.06
H -18.0444 -10.3265 14.7390 0.07
C -19.4452 -12.3222 9.6736 -0.08
C -18.9402 -13.2524 10.7440 -0.47
C -18.7205 -14.5907 10.0470 -0.17
O -18.0662 -15.5531 10.9229 -0.19
C -17.2620 -16.4557 10.2236 -0.14
N -17.8314 -12.5929 11.4116 0.06
H -20.3713 -12.7707 9.3141 0.08
H -18.8114 -12.0341 8.8349 0.08
H -19.6903 -11.3412 10.0808 0.08
H -19.6815 -13.4466 11.5192 0.14
H -18.0279 -14.3970 9.2279 0.12
H -19.6993 -14.9898 9.7812 0.13
H -16.6757 -17.1077 10.8712 0.09
H -16.5677 -16.0193 9.5055 0.08
H -17.8774 -17.1106 9.6067 0.08
H -17.1934 -12.3745 10.6597 0.06
H -17.3816 -13.3665 11.8799 0.06
C -25.5982 -12.0188 11.9632 -0.06
C -26.1867 -11.2444 13.1852 -0.39
C -27.7312 -11.0971 13.0782 -0.19
O -28.2653 -10.1209 14.0077 -0.20
C -29.6560 -9.8816 13.8297 -0.11
N -25.7458 -11.9132 14.4384 0.03
H -26.0378 -12.9759 11.6822 0.07
H -24.5454 -12.2716 12.0895 0.07
H -25.4925 -11.4432 11.0437 0.06
H -25.7883 -10.2311 13.2355 0.13
H -28.1881 -12.0714 13.2520 0.12
H -28.1060 -10.8408 12.0872 0.11
H -29.8852 -9.6920 12.7810 0.08
H -29.7866 -8.9888 14.4412 0.09
H -30.3478 -10.6429 14.1902 0.08
H -26.2367 -12.7888 14.5500 0.06
H -26.1306 -11.2927 15.1362 0.06
C -12.1651 -9.3276 11.1180 -0.05
C -12.7039 -10.6031 11.8854 -0.42
C -13.1426 -11.6336 10.8236 -0.22
O -14.0964 -11.2009 9.8709 -0.19
C -14.3087 -12.1204 8.7732 -0.09
N -11.7408 -11.1794 12.7557 0.02
H -12.9294 -8.5957 10.8564 0.06
H -11.6994 -9.6444 10.1849 0.07
H -11.4411 -8.7733 11.7152 0.07
H -13.4803 -10.2323 12.5546 0.13
H -13.5326 -12.5332 11.2998 0.11
H -12.2939 -12.0556 10.2855 0.12
H -15.2269 -11.7915 8.2865 0.08
H -14.5310 -13.0935 9.2110 0.08
H -13.5465 -12.2194 8.0003 0.09
H -11.8758 -10.9421 13.7281 0.08
H -11.8057 -12.1871 12.7750 0.07
C -23.0958 -7.2531 10.9761 -0.07
C -24.4957 -6.9511 10.5113 -0.24
O -24.8840 -7.9624 9.5738 0.02
C -26.2145 -8.1060 9.2797 -0.46
O -27.1360 -7.3978 9.7287 0.09
O -26.3541 -9.1124 8.3161 -0.04
C -27.5393 -9.3200 7.5883 -0.07
H -23.1138 -8.2811 11.3382 0.08
H -22.7282 -6.5850 11.7549 0.08
H -22.3449 -7.1839 10.1890 0.08
H -24.5824 -5.9071 10.2103 0.13
H -25.1971 -6.9438 11.3456 0.12
H -28.4547 -8.8754 7.9789 0.09
H -27.7160 -10.3946 7.5422 0.09
H -27.4053 -8.9122 6.5864 0.09
C -20.7542 -19.1654 6.7938 -0.07
C -21.5139 -20.0722 5.8953 -0.21
O -20.6704 -21.2030 5.5788 0.04
C -19.9925 -21.2262 4.4413 -0.57
O -19.8474 -20.2715 3.7042 0.10
O -19.3880 -22.4388 4.2418 -0.03
C -18.5588 -22.6406 3.0584 -0.02
H -20.7390 -19.6056 7.7908 0.08
H -21.3025 -18.2356 6.9451 0.08
H -19.7717 -18.9620 6.3679 0.08
H -21.8578 -19.5326 5.0128 0.12
H -22.4301 -20.4054 6.3827 0.12
H -17.5750 -22.2045 3.2318 0.09
H -19.0188 -22.2286 2.1602 0.09
H -18.4225 -23.7216 3.0902 0.09
C -12.5169 -19.6177 12.4141 -0.07
C -12.9636 -21.0250 12.1706 -0.18
O -13.6930 -21.1485 10.9259 0.04
C -14.6701 -21.9323 10.7288 -0.65
O -15.0998 -22.7759 11.5026 0.11
O -15.0711 -21.6405 9.4826 -0.02
C -16.1988 -22.4156 8.9254 -0.01
H -11.9975 -19.0998 11.6078 0.08
H -11.6962 -19.7056 13.1260 0.08
H -13.3489 -19.0501 12.8310 0.08
H -13.6545 -21.2741 12.9759 0.13
H -12.1095 -21.6907 12.0468 0.13
H -16.4319 -21.9540 7.9659 0.08
H -17.1233 -22.2677 9.4835 0.09
H -15.8974 -23.4586 8.8281 0.10
C -18.7168 -19.8839 14.1388 -0.07
C -19.0537 -19.2663 15.4665 -0.25
O -19.9117 -18.2125 15.3066 0.03
C -21.2082 -18.2984 15.5313 -0.58
O -21.7975 -19.3204 15.8876 0.10
O -21.7891 -17.0936 15.5829 0.00
C -21.1484 -15.8645 15.0267 0.01
H -18.1041 -20.7748 14.2766 0.08
H -18.0519 -19.2340 13.5698 0.07
H -19.5258 -20.1170 13.4465 0.08
H -18.1318 -18.9523 15.9561 0.13
H -19.4058 -20.0968 16.0784 0.13
H -21.8037 -15.0000 14.9202 0.09
H -20.6143 -16.0547 14.0957 0.09
H -20.3781 -15.5966 15.7499 0.08
C -18.9485 -3.0991 14.3803 -0.07
C -17.8963 -4.1647 14.1422 -0.21
O -18.0591 -4.6381 12.7902 0.04
C -17.4404 -5.7563 12.4163 -0.60
O -16.7602 -6.4522 13.1383 0.11
O -17.7410 -6.0416 11.1521 -0.01
C -17.4063 -7.2926 10.5524 -0.02
H -19.9687 -3.4816 14.3475 0.08
H -18.8682 -2.2881 13.6564 0.08
H -18.7811 -2.6300 15.3499 0.08
H -18.0095 -4.9167 14.9231 0.12
H -16.9090 -3.7282 14.2932 0.13
H -17.7106 -8.1519 11.1501 0.10
H -16.3374 -7.2238 10.3506 0.10
H -18.0165 -7.3228 9.6497 0.09
C -23.2815 -11.8608 5.4171 -0.07
C -22.0534 -11.6483 4.5007 -0.17
O -21.9005 -12.8338 3.6848 0.01
C -21.3403 -13.9375 4.2063 -0.49
O -20.9355 -14.1596 5.4080 0.05
O -21.1098 -14.8574 3.2532 0.00
C -21.9240 -14.9860 2.1350 -0.08
H -24.2520 -12.0010 4.9412 0.08
H -23.4297 -10.9485 5.9950 0.07
H -23.1348 -12.7080 6.0871 0.07
H -21.1694 -11.3678 5.0734 0.13
H -22.3555 -10.7707 3.9293 0.12
H -22.7192 -15.6977 2.3573 0.10
H -21.4013 -15.5063 1.3324 0.10
H -22.3802 -14.1144 1.6658 0.10
C -24.9488 -18.0002 12.1866 -1.06
Cl -25.8702 -17.0655 13.3160 0.54
Cl -23.8438 -17.0896 11.1028 0.47
H -24.3280 -18.6358 12.8181 0.02
H -25.5733 -18.6852 11.6131 0.03
C -12.3041 -18.5745 7.4037 -1.00
Cl -11.1333 -19.7238 8.1189 0.49
Cl -11.8960 -16.9233 7.9473 0.46
H -12.2487 -18.5841 6.3151 0.03
H -13.3425 -18.7744 7.6680 0.03
C -16.1390 -14.4648 16.9060 -1.02
Cl -15.1143 -15.7070 16.1626 0.47
Cl -15.4093 -14.1503 18.4874 0.49
H -16.1798 -13.5664 16.2902 0.03
H -17.1578 -14.8339 17.0238 0.02
C -16.7199 -17.0246 4.1809 -1.04
Cl -15.4912 -16.2293 5.1410 0.50
Cl -16.3062 -16.9204 2.4554 0.49
H -16.8384 -18.0696 4.4670 0.03
H -17.6809 -16.5311 4.3257 0.03
```

Computed properties:
**LUMO**: 0.06 eV
**HOMO energy**: -9.0 eV
**Energy relative to the best compared isomer or geometry (same formula, charge and spin)**: 0.0 kcal per mole
**Spin multiplicity**: 1

=====

[2]
Molecular formula: C44H112N8O14
Method: DFT, ωB97M-V with the def2-TZVPD basis set

```
178
Properties=species:S:1:pos:R:3:lowdin_charge:R:1
C -0.2006 1.1658 -1.7835 -0.12
O 0.5462 0.4146 -0.8812 -0.20
C -0.2745 -0.2709 0.0515 -0.17
C 0.5848 -0.8216 1.1538 -0.40
C 1.2495 -2.1333 0.7353 -0.04
N -0.1430 -1.0138 2.4203 0.07
H 0.4693 1.6059 -2.5315 0.08
H -0.5975 2.0879 -1.3303 0.08
H -0.9463 0.5700 -2.3155 0.08
H -1.0104 0.4593 0.4062 0.11
H -0.8395 -1.1101 -0.3704 0.12
H 1.3298 -0.0565 1.4033 0.12
H 1.9372 -2.4904 1.5022 0.07
H 1.8620 -2.0437 -0.1628 0.08
H 0.4254 -2.8225 0.5627 0.06
H -0.6637 -0.1541 2.6223 0.04
H 0.4100 -1.2194 3.2415 0.06
C 4.8197 -1.5442 0.1216 -0.13
O 4.3612 -0.3413 -0.4322 -0.19
C 4.3562 0.7023 0.5461 -0.20
C 4.0604 2.0162 -0.1655 -0.43
C 3.8146 3.1662 0.7963 -0.05
N 2.8850 1.9063 -1.0437 0.07
H 5.9141 -1.6000 0.2055 0.09
H 4.5425 -2.3779 -0.5267 0.08
H 4.4146 -1.7189 1.1244 0.08
H 3.5943 0.4976 1.3069 0.11
H 5.3510 0.7269 1.0069 0.13
H 4.9624 2.2330 -0.7499 0.14
H 4.6735 3.3481 1.4494 0.08
H 2.9673 2.8334 1.4053 0.07
H 3.6373 4.1035 0.2742 0.05
H 3.0682 1.0792 -1.6091 0.07
H 2.0768 1.6034 -0.4965 0.05
C -5.9742 -9.8080 7.4528 -0.12
O -6.0598 -8.4177 7.6344 -0.20
C -5.0513 -7.6905 6.9678 -0.23
C -5.2635 -6.1989 7.2607 -0.18
N -4.0017 -5.4906 7.0049 -0.09
C -4.0497 -4.0583 7.2373 -0.22
C -2.9612 -3.3571 6.4213 -0.26
O -3.3346 -3.3711 5.0763 -0.18
C -2.3021 -2.9686 4.1968 -0.10
H -5.8516 -10.1295 6.4150 0.08
H -6.8743 -10.2696 7.8545 0.08
H -5.1368 -10.1808 8.0555 0.09
H -5.0832 -7.9238 5.8979 0.12
H -4.0874 -7.9865 7.4013 0.12
H -5.4090 -6.0932 8.3345 0.12
H -6.0603 -5.7941 6.6345 0.12
H -3.5614 -5.7359 6.1289 0.11
H -3.7577 -3.9692 8.2913 0.12
H -4.9900 -3.5212 7.0736 0.12
H -2.0183 -3.8395 6.7183 0.12
H -2.8457 -2.3299 6.7934 0.12
H -1.8940 -1.9821 4.4214 0.08
H -2.6971 -2.9737 3.1820 0.07
H -1.5303 -3.7488 4.2031 0.09
C 1.5784 4.7554 -7.4790 -0.12
O 0.5454 3.8687 -7.1361 -0.19
C 0.8859 2.9785 -6.1015 -0.23
C -0.2337 1.9583 -5.9228 -0.22
N -1.5539 2.5302 -5.6425 -0.04
C -2.5135 1.4125 -5.5626 -0.20
C -3.9436 1.7364 -5.8936 -0.26
O -4.1663 1.6531 -7.2901 -0.18
C -5.5034 2.0462 -7.5725 -0.11
H 2.4917 4.2495 -7.8043 0.09
H 1.7673 5.4861 -6.6891 0.08
H 1.2704 5.3337 -8.3523 0.09
H 1.1087 3.4387 -5.1347 0.12
H 1.6945 2.3391 -6.4781 0.13
H 0.0742 1.2686 -5.1336 0.12
H -0.3065 1.4102 -6.8738 0.12
H -1.7556 3.0902 -6.4690 0.11
H -2.4674 1.1131 -4.5120 0.10
H -2.2566 0.5792 -6.2278 0.12
H -4.2637 2.7142 -5.5054 0.12
H -4.5868 1.0440 -5.3330 0.11
H -5.7417 1.8727 -8.6203 0.09
H -5.5691 3.1240 -7.3898 0.09
H -6.2071 1.4817 -6.9551 0.09
C 6.7017 -4.6094 -2.8042 -0.12
O 5.3037 -4.6868 -2.9726 -0.19
C 4.9093 -6.0213 -3.2193 -0.24
C 3.4015 -6.1641 -3.3654 -0.21
N 2.7211 -6.4523 -2.1130 -0.07
C 2.7723 -5.3417 -1.1743 -0.21
C 1.9363 -5.5695 0.0785 -0.25
O 0.5700 -5.3499 -0.1218 -0.18
C -0.1792 -5.3382 1.0777 -0.11
H 6.9130 -3.5976 -2.4595 0.08
H 7.2016 -4.7895 -3.7612 0.09
H 7.1597 -5.2827 -2.0715 0.09
H 5.1827 -6.6656 -2.3711 0.12
H 5.4306 -6.4907 -4.0605 0.12
H 3.1862 -6.9501 -4.0879 0.12
H 2.9873 -5.2222 -3.7607 0.12
H 1.7564 -6.6968 -2.2949 0.11
H 2.3526 -4.4460 -1.6648 0.12
H 3.8075 -5.0914 -0.9465 0.11
H 2.3667 -4.9309 0.8616 0.11
H 2.1910 -6.5759 0.4410 0.13
H 0.0023 -6.2518 1.6567 0.09
H -1.2170 -5.1043 0.8765 0.08
H 0.2033 -4.6146 1.8118 0.07
C -2.8862 4.3444 0.1725 -0.10
O -3.5067 3.1843 -0.3243 -0.21
C -3.5476 3.1308 -1.7346 -0.23
C -4.4401 1.9663 -2.1631 -0.20
N -3.6841 0.7666 -1.9125 -0.04
C -4.4010 -0.4550 -2.2227 -0.21
C -3.7314 -1.7424 -1.7986 -0.22
O -3.3643 -1.7128 -0.4349 -0.21
C -2.8636 -2.9188 0.0826 -0.12
H -2.9701 4.2754 1.2559 0.07
H -3.4320 5.2491 -0.1218 0.10
H -1.8486 4.4615 -0.1498 0.07
H -2.5232 3.0965 -2.1255 0.11
H -3.9636 4.0599 -2.1554 0.12
H -4.7113 2.1375 -3.2046 0.10
H -5.3457 2.1640 -1.5699 0.13
H -3.3600 0.6938 -0.9549 0.10
H -4.7190 -0.4754 -3.2694 0.11
H -5.3650 -0.4002 -1.6777 0.12
H -2.8395 -1.9005 -2.4148 0.13
H -4.5251 -2.4865 -1.9209 0.13
H -2.1503 -3.3203 -0.6521 0.09
H -3.6503 -3.6399 0.3168 0.10
H -2.2196 -2.7340 0.9454 0.06
C -0.5417 5.8498 -4.2866 -0.12
O 0.4740 5.9078 -3.3142 -0.19
C 0.1779 5.0813 -2.1962 -0.22
C 1.1996 5.2011 -1.0726 -0.21
N 1.2591 6.5632 -0.5695 -0.06
C 2.5222 6.9076 0.0785 -0.21
C 3.6618 7.1686 -0.9157 -0.25
O 4.8260 7.5575 -0.2321 -0.18
C 5.9432 7.5588 -1.1008 -0.12
H -0.2091 6.2738 -5.2313 0.08
H -1.4469 6.3662 -3.9478 0.09
H -0.8625 4.8281 -4.5209 0.06
H 0.1927 4.0464 -2.5500 0.11
H -0.7834 5.4232 -1.7992 0.11
H 2.1565 4.7881 -1.4088 0.10
H 0.8220 4.5864 -0.2496 0.11
H 1.0980 7.2835 -1.2629 0.10
H 2.8050 6.2134 0.8721 0.11
H 2.3102 7.8426 0.6074 0.12
H 3.3014 7.9586 -1.5923 0.13
H 3.8226 6.3026 -1.5705 0.12
H 6.0983 6.5938 -1.5840 0.09
H 6.8032 7.8213 -0.4840 0.09
H 5.9006 8.3563 -1.8496 0.09
C -2.5316 1.6962 2.3120 -0.10
O -1.3509 1.6570 3.0949 -0.22
C -0.6019 2.8588 2.9690 -0.21
C 0.5969 2.9576 3.9340 -0.19
N 1.5519 1.8769 3.7114 -0.05
C 2.5385 1.8465 4.7831 -0.20
C 3.2447 0.5058 4.8978 -0.24
O 2.3556 -0.5537 5.1827 -0.20
C 3.0129 -1.7947 5.3002 -0.11
H -3.2308 2.4438 2.6985 0.10
H -2.9818 0.7052 2.3835 0.10
H -2.2924 1.8733 1.2594 0.06
H -1.3207 3.6672 3.1605 0.12
H -0.2522 3.0660 1.9472 0.12
H 0.1283 2.7967 4.9133 0.12
H 1.0127 3.9499 3.7822 0.12
H 1.0823 0.9851 3.6488 0.08
H 2.0136 1.9584 5.7477 0.12
H 3.2735 2.6505 4.7317 0.12
H 3.9939 0.5103 5.7023 0.12
H 3.8603 0.2960 4.0106 0.11
H 3.7175 -1.9279 4.4721 0.08
H 2.2529 -2.5725 5.2777 0.09
H 3.5932 -1.8807 6.2248 0.09
```

Computed properties:
**SMILES**: COC[C@H](C)N.COC[C@H](C)N.COCCNCCOC.COCCNCCOC.COCCNCCOC.COCCNCCOC.COCCNCCOC.COCCNCCOC
**LUMO**: 0.58 eV
**HOMO energy**: -8.5 eV
**Energy relative to the best compared isomer or geometry (same formula, charge and spin)**: 27.8 kcal per mole
**Spin multiplicity**: 1

=====

Listing DFT total energy for the structures above in their given order: -198428.4378; -88020.5249 eV.